(1)
Molecular formula: C5H8N2O
Method: DFT, ωB97M-V/def2-TZVPD

Properties
LUMO level = 0.71 eV
orbital gap = 9.34 eV
SMILES = CN1N=C[C@H]2[C@@H](O)[C@H]21
highest occupied orbital energy = -8.64 eV
maximum force = 5.95 eV/A

XYZ file:
```
16
Properties=species:S:1:pos:R:3:lowdin_charge:R:1
C 0.075 1.667 1.100 -0.0712
N -0.491 1.213 -0.350 -0.0961
N 0.833 0.799 -0.857 0.0280
C 0.565 -0.362 -1.440 -0.1190
C -0.519 -1.240 -0.790 -0.1354
C -0.335 -1.160 0.642 -0.3343
O 0.913 -1.003 1.140 -0.0599
C -1.233 0.028 -0.060 -0.1366
H 0.899 2.502 1.004 0.0955
H 0.320 0.868 1.780 0.0440
H -0.699 2.439 1.589 0.0990
H 1.255 -1.106 -2.166 0.1681
H -1.139 -1.927 -1.242 0.1004
H -0.941 -1.906 1.171 0.1547
H 1.574 -0.545 0.469 0.1485
H -2.286 0.017 0.012 0.1143
```

=====

(2)
Molecular formula: C5H12BrClNOP
Method: DFT, ωB97M-V/def2-TZVPD

Properties
LUMO level = 0.47 eV
orbital gap = 9.89 eV
highest occupied orbital energy = -9.42 eV
maximum force = 4.81 eV/A

XYZ file:
```
22
Properties=species:S:1:pos:R:3:lowdin_charge:R:1
C -1.525 0.120 -0.885 -0.0681
C -0.639 -1.548 0.573 -0.1143
C -0.384 1.003 1.211 -0.0729
C 3.689 0.501 -0.857 -0.7966
C -0.336 -0.064 0.119 -0.6519
N 0.972 0.065 -0.568 -0.0970
O 2.639 -0.225 1.759 -0.3771
P 2.635 -0.469 0.289 0.2850
Cl 2.848 -2.437 -0.210 0.3296
Br 5.421 0.708 -0.114 0.6529
H -1.252 0.329 -2.012 0.1088
H -2.122 -0.807 -0.792 0.0533
H -2.177 0.989 -0.624 0.0774
H -0.711 -2.449 -0.181 0.1071
H -1.701 -1.446 1.019 0.0907
H 0.053 -2.054 1.337 0.0755
H 0.661 1.087 1.727 0.0841
H -0.365 2.002 0.779 0.0689
H -1.232 0.783 1.979 0.1173
H 3.840 0.164 -1.833 -0.0013
H 3.092 1.516 -0.817 0.0878
H 1.139 -0.105 -1.527 0.0409
```

=====

(3)
Molecular formula: C3H4F2IN
Method: DFT, ωB97M-V/def2-TZVPD

Properties
LUMO level = -0.18 eV
orbital gap = 8.94 eV
SMILES = FC1(F)C=C1.NI
highest occupied orbital energy = -9.12 eV
maximum force = 3.32 eV/A

XYZ file:
```
11
Properties=species:S:1:pos:R:3:lowdin_charge:R:1
F -0.437 1.204 0.817 0.0416
C -1.367 0.244 0.540 -0.5058
F -2.493 0.820 1.089 0.0621
C -1.065 -1.167 0.420 0.0961
C -1.292 -0.525 -0.694 0.0996
H -1.022 -2.130 1.023 0.1420
H -1.391 -0.542 -1.692 0.0740
N 2.114 0.794 -0.787 -0.4808
I 3.770 -0.021 0.254 0.5578
H 1.648 1.341 0.040 -0.0130
H 1.536 -0.019 -1.011 -0.0735
```

=====

(4)
Molecular formula: C21H61N3O11
Method: DFT, ωB97M-V/def2-TZVPD

Properties
LUMO level = 0.45 eV
orbital gap = 8.78 eV
SMILES = COCCNCCOC.COCCNCCOC.COCCNCCOC.CO.CO.CO.O.O
highest occupied orbital energy = -8.33 eV
maximum force = 1.21 eV/A

XYZ file:
```
96
Properties=species:S:1:pos:R:3:lowdin_charge:R:1
C 8.620 -10.550 -0.024 -0.0960
O 8.712 -9.424 -0.874 -0.2365
C 8.816 -9.766 -2.255 -0.1939
C 8.960 -8.493 -3.008 -0.1973
N 7.683 -7.779 -3.053 -0.0715
C 7.828 -6.416 -3.572 -0.1776
C 8.284 -6.421 -5.021 -0.2368
O 7.933 -5.190 -5.593 -0.1763
C 8.382 -5.064 -6.920 -0.1105
H 9.575 -11.085 0.014 0.0855
H 7.803 -11.209 -0.329 0.0925
H 8.429 -10.166 0.979 0.0841
H 7.872 -10.239 -2.550 0.1230
H 9.681 -10.417 -2.401 0.1343
H 9.234 -8.778 -4.029 0.1282
H 9.729 -7.869 -2.536 0.1355
H 7.199 -7.807 -2.158 0.0809
H 8.575 -5.902 -2.946 0.1196
H 6.875 -5.900 -3.460 0.1125
H 7.806 -7.243 -5.574 0.1096
H 9.372 -6.580 -5.041 0.1285
H 7.785 -4.290 -7.404 0.0917
H 8.256 -5.988 -7.495 0.0796
H 9.434 -4.759 -6.958 0.0897
C 2.659 -10.217 -9.166 -0.0920
O 1.594 -11.028 -8.700 -0.1883
C 0.408 -10.834 -9.406 -0.2414
C -0.318 -9.525 -9.049 -0.2082
N -0.126 -9.045 -7.691 -0.0615
C -0.859 -9.773 -6.652 -0.1853
C -0.068 -9.825 -5.340 -0.2303
O 1.273 -10.087 -5.627 -0.1909
C 2.064 -10.242 -4.490 -0.1104
H 3.433 -10.183 -8.405 0.0724
H 2.327 -9.194 -9.390 0.0862
H 3.070 -10.614 -10.105 0.0923
H -0.235 -11.703 -9.254 0.1143
H 0.596 -10.820 -10.494 0.1186
H -1.388 -9.633 -9.238 0.1152
H 0.015 -8.716 -9.707 0.1038
H 0.856 -9.007 -7.462 0.0793
H -1.031 -10.821 -6.941 0.1176
H -1.817 -9.281 -6.475 0.1135
H -0.528 -10.609 -4.721 0.1246
H -0.181 -8.880 -4.784 0.1246
H 3.104 -10.322 -4.812 0.0838
H 1.890 -11.178 -3.934 0.0920
H 1.939 -9.411 -3.786 0.0846
C 5.207 -8.815 0.038 -0.0783
O 6.076 -7.817 -0.470 -0.2395
C 6.149 -6.686 0.358 -0.2192
C 7.468 -6.000 0.079 -0.2110
N 8.634 -6.811 0.311 -0.0350
C 8.836 -7.142 1.714 -0.2033
C 10.214 -7.707 1.946 -0.2235
O 10.210 -9.064 1.566 -0.2348
C 11.475 -9.646 1.744 -0.1068
H 5.494 -9.084 1.057 0.0921
H 5.267 -9.673 -0.626 0.0899
H 4.193 -8.399 0.045 0.0965
H 6.094 -6.953 1.422 0.1175
H 5.309 -6.003 0.162 0.1337
H 7.532 -5.062 0.640 0.1235
H 7.456 -5.667 -0.966 0.0986
H 8.573 -7.665 -0.239 0.0691
H 8.111 -7.871 2.108 0.1209
H 8.760 -6.200 2.264 0.1261
H 10.455 -7.652 3.017 0.1258
H 10.920 -7.125 1.342 0.1298
H 11.439 -10.687 1.427 0.0815
H 11.767 -9.635 2.806 0.0918
H 12.246 -9.123 1.166 0.0934
C 4.028 -6.760 -4.115 -0.1234
O 3.848 -7.446 -2.879 -0.1380
H 3.046 -6.472 -4.485 0.0655
H 4.559 -5.808 -3.975 0.0876
H 4.592 -7.343 -4.842 0.0716
H 4.689 -7.849 -2.635 0.0579
C 1.072 -5.486 -6.857 -0.1668
O 2.414 -5.882 -6.693 -0.1301
H 0.483 -6.253 -7.368 0.0641
H 0.532 -5.270 -5.920 0.0767
H 1.030 -4.546 -7.406 0.0766
H 2.401 -6.799 -6.399 0.0537
C 5.653 -7.739 -7.840 -0.1501
O 5.509 -9.126 -7.556 -0.1392
H 6.025 -7.190 -6.967 0.0570
H 6.325 -7.583 -8.686 0.0748
H 4.688 -7.287 -8.093 0.0701
H 5.711 -9.273 -6.621 0.0129
O 6.317 -9.444 -4.886 -0.0711
H 6.909 -8.842 -4.365 0.0064
H 5.864 -9.972 -4.222 0.0450
O 1.821 -5.824 -1.589 -0.0681
H 1.805 -5.022 -2.119 0.0281
H 2.499 -6.384 -1.996 -0.0136
```